{
  "formula": "C32H50InN6O4",
  "method": "wB97M-V/def2-TZVPD",
  "e_tot_ev": -56291.107,
  "e_homo_ha": -0.398,
  "total_charge": 1,
  "gap_ha": 0.318,
  "spin_multiplicity": 1,
  "fmax_ev_per_a": 4.31,
  "elements": ["In", "C", "C", "C", "C", "C", "C", "N", "C", "C", "N", "C", "C", "O", "O", "C", "C", "C", "C", "C", "C", "N", "C", "C", "N", "C", "C", "O", "O", "H", "H", "H", "H", "H", "H", "H", "H", "H", "H", "H", "H", "H", "H", "H", "H", "H", "H", "H", "H", "H", "H", "H", "H", "H", "H", "H", "H", "H", "H", "H", "H", "H", "H", "H", "H", "H", "H", "H", "C", "N", "C", "C", "C", "C", "C", "N", "C", "C", "C", "C", "C", "C", "H", "H", "H", "H", "H", "H", "H", "H", "H", "H", "H"],
  "coordinates": [[0.49011, -1.00328, -0.61451], [3.18487, -0.61279, 3.06279], [3.14337, -0.78073, 1.54504], [3.36271, 0.48890, 0.66647], [2.47750, 1.75625, 0.63417], [3.20060, 2.82111, -0.20226], [2.47608, 2.45804, 1.99794], [1.16728, 1.37621, 0.09196], [-0.08835, 2.23902, -0.02917], [-2.49468, 1.32638, -1.05848], [-2.89106, 0.28249, -0.03774], [-3.57228, 0.87209, 1.23106], [-2.95170, 0.34939, 2.53684], [-2.73885, 1.40556, 3.49830], [-2.61126, -0.84121, 2.75186], [-3.63548, -0.83740, -0.69120], [-4.84720, -1.32647, 0.09728], [-2.74945, -2.04666, -1.16071], [-1.99320, -2.87172, -0.07463], [-2.97140, -3.52633, 0.94505], [-1.27426, -4.02649, -0.84629], [-0.97164, -2.04035, 0.68731], [-0.26343, -2.78454, 1.82608], [1.03485, -2.08305, 2.24045], [1.94854, -1.68310, 1.12740], [2.49774, -2.98563, 0.55765], [2.83514, -2.68316, -0.91974], [3.99556, -2.70670, -1.30687], [1.81605, -2.36171, -1.67934], [4.03930, -0.01428, 3.38255], [3.28419, -1.62462, 3.54220], [2.35441, -0.02979, 3.42060], [4.05052, -1.41149, 1.30210], [3.40829, 0.04619, -0.39651], [4.36865, 0.83502, 0.90976], [4.11320, 3.10526, 0.33058], [2.55357, 3.71408, -0.27708], [3.49176, 2.42221, -1.18990], [3.53604, 2.60305, 2.35055], [2.00919, 1.90023, 2.80422], [2.01883, 3.43994, 1.86459], [1.40322, 1.15945, -0.88776], [0.27941, 0.90149, 2.28391], [0.14704, 3.26281, -0.51247], [-1.85389, 2.44083, 1.00376], [-2.94530, 1.09525, -2.10580], [-2.91540, 2.31625, -0.75397], [-4.66650, 0.65633, 1.16108], [-3.37169, 1.99259, 1.30978], [-4.14009, -0.44797, -1.62559], [-4.60229, -1.46445, 1.15555], [-5.18935, -2.29555, -0.32169], [-5.73920, -0.67975, 0.02598], [-2.04685, -1.70564, -1.96858], [-3.42205, -2.74353, -1.65297], [-3.80571, -3.94440, 0.34765], [-3.40037, -2.86163, 1.72217], [-2.50760, -4.37127, 1.54065], [-2.07963, -4.52293, -1.31951], [-0.81295, -4.68981, -0.14874], [-0.57264, -3.67611, -1.58236], [-1.59210, -1.39837, 1.23267], [-0.05337, -3.84778, 1.60991], [-0.88405, -2.77767, 2.69122], [1.46641, -2.75239, 3.00171], [0.68492, -1.16941, 2.79161], [1.73110, -3.78731, 0.56655], [3.41772, -3.30169, 1.10251], [-0.48516, 0.45451, -3.43161], [-0.38725, 0.37119, -1.95868], [-0.98075, 1.53948, -1.26574], [-0.78257, 2.48249, 1.28808], [-0.76181, 3.73900, 2.19754], [-1.18267, 3.32291, 3.41794], [-1.27389, 1.80828, 3.47969], [-0.66559, 1.33570, 2.23953], [0.75902, 0.94291, -4.16762], [0.73727, 2.20382, -4.79523], [1.86503, 2.81261, -5.19829], [3.10171, 2.13371, -5.05340], [3.09032, 0.78330, -4.64836], [1.88836, 0.14556, -4.24132], [-1.32682, 1.11987, -3.74157], [-0.65277, -0.62722, -3.72753], [-0.95296, 2.35196, -2.03884], [-0.65369, 4.74538, 1.89254], [-1.49251, 3.93338, 4.28593], [-0.87874, 1.39826, 4.41051], [-0.26713, 2.63905, -4.94714], [1.88411, 3.79940, -5.71661], [4.01214, 2.64259, -5.30572], [4.04188, 0.22899, -4.65734], [2.03156, -0.85437, -3.90439]]
}